1.
{
  "formula": "C4H5NO",
  "method": "the ωB97M-V functional and the def2-TZVPD basis",
  "elements": ["C", "N", "O", "H", "C", "C", "C", "H", "H", "H", "H"],
  "positions_angstrom": [[-0.4694, 1.5116, 2.0165], [0.5479, 1.0507, 1.7160], [1.6091, 0.5724, 1.4075], [-1.4596, 1.8698, 2.1710], [-1.5286, -0.0876, -0.5088], [-0.4649, -0.5231, -0.8686], [0.8126, -1.0616, -1.3349], [-2.4785, 0.2893, -0.2012], [1.1267, -1.9064, -0.7149], [0.7190, -1.4075, -2.3691], [1.5964, -0.3012, -1.2855]],
  "total_energy_ev": -7761.601,
  "orbital_gap_ha": 0.3925,
  "e_above_lowest_ev": 4.925,
  "homo_energy_ev": -9.746,
  "smiles": "C#[N+][O-].C#CC"
}

=====

2.
{
  "formula": "C5H11N",
  "method": "the ωB97M-V functional and the def2-TZVPD basis",
  "elements": ["C", "C", "C", "H", "H", "H", "H", "H", "H", "C", "N", "C", "H", "H", "H", "H", "H"],
  "positions_angstrom": [[-1.8426, -0.1217, 1.3401], [-1.9222, -1.2999, 0.7427], [-0.8291, -2.3393, 1.0284], [-2.3274, 0.7342, 0.8526], [-0.8662, 0.1961, 1.9406], [-2.6213, -1.5473, 0.0091], [-1.1616, -3.2961, 1.1351], [-0.3065, -2.0249, 1.9010], [-0.0541, -2.3377, 0.1545], [2.6523, 1.0973, -0.9897], [1.9288, 1.5824, -1.9467], [0.6130, 1.8945, -1.3894], [3.7695, 0.8668, -1.0026], [2.2575, 0.5413, -0.0768], [-0.0257, 1.0475, -1.5471], [0.6918, 2.2236, -0.3013], [0.0439, 2.7833, -1.8505]],
  "total_energy_ev": -6850.306,
  "orbital_gap_ha": 0.3952,
  "e_above_lowest_ev": 3.222,
  "homo_energy_ev": -9.780,
  "smiles": "C=CC.C=NC"
}

=====

3.
{
  "formula": "C6H14O3SSi",
  "method": "the ωB97M-V functional and the def2-TZVPD basis",
  "elements": ["C", "C", "C", "C", "C", "C", "O", "O", "O", "Si", "S", "H", "H", "H", "H", "H", "H", "H", "H", "H", "H", "H", "H", "H", "H"],
  "positions_angstrom": [[3.3183, 0.0153, -0.4111], [2.8468, 1.1946, -0.4839], [-3.1481, -1.6200, 0.6429], [-0.1061, 1.0124, -2.4458], [-0.3777, 1.8619, 1.6917], [0.3902, -1.3459, 1.1227], [-2.1143, -1.1273, -0.2070], [-0.1065, 0.0082, -1.4349], [-1.2579, 1.1183, 0.8506], [-0.8061, -0.2186, 0.0563], [1.6129, -2.2433, 0.3352], [4.2777, -0.2533, -0.3584], [2.6021, -0.8972, -0.4224], [1.8560, 1.6249, -0.5953], [-4.0756, -1.9488, 0.1402], [-3.3995, -0.8049, 1.2587], [-2.7709, -2.3464, 1.2473], [0.9985, 1.2611, -2.5003], [-0.6566, 1.8672, -2.1008], [-0.5298, 0.5149, -3.2723], [0.7144, 1.5165, 1.4570], [-0.5303, 1.5723, 2.7080], [-0.6296, 2.8729, 1.5377], [0.4755, -1.5019, 2.2570], [1.4167, -2.1327, -1.0732]],
  "total_energy_ev": -31300.815,
  "orbital_gap_ha": [0.2749, 0.2903],
  "e_above_lowest_ev": 3.905,
  "homo_energy_ev": [-7.304, -7.972]
}

=====

4.
{
  "formula": "C20H39ClFN5",
  "method": "the ωB97M-V functional and the def2-TZVPD basis",
  "elements": ["C", "C", "C", "N", "N", "N", "C", "C", "C", "C", "C", "C", "C", "C", "C", "C", "H", "H", "H", "H", "H", "H", "H", "H", "H", "H", "H", "H", "H", "H", "H", "H", "H", "H", "H", "H", "H", "H", "H", "H", "H", "Cl", "C", "N", "C", "C", "N", "F", "C", "C", "C", "C", "H", "H", "H", "H", "H", "H", "H", "H", "H", "H", "H", "H", "H", "H"],
  "positions_angstrom": [[2.9253, -3.0191, -3.1414], [1.9247, -2.9733, -1.9754], [2.1556, -4.0105, -0.9034], [0.4969, -2.9616, -2.3698], [-0.3858, -3.8743, -1.8787], [-1.5770, -3.2511, -1.8773], [-2.6991, -4.0679, -1.2804], [-2.3915, -4.4191, 0.1630], [-2.7851, -5.2866, -2.1588], [-1.4962, -1.9999, -2.4840], [-2.6590, -0.9662, -2.3568], [-2.2059, 0.4658, -2.6461], [-3.1112, -0.9634, -0.8979], [-3.7823, -1.2184, -3.3643], [-0.1540, -1.8175, -2.8030], [0.6418, -0.5644, -2.9229], [3.9204, -3.2039, -2.7025], [2.7771, -3.7992, -3.8956], [2.9589, -1.9983, -3.5356], [2.1032, -1.9821, -1.5226], [3.2291, -4.1927, -0.8321], [1.8164, -3.5724, 0.0373], [1.6250, -4.9450, -1.0972], [-3.6126, -3.4732, -1.3448], [-3.0164, -5.2602, 0.4800], [-1.3517, -4.7523, 0.2330], [-2.5857, -3.6027, 0.8682], [-3.5627, -5.9918, -1.8616], [-3.0116, -4.9943, -3.1905], [-1.8220, -5.8029, -2.0980], [-1.8316, 0.5578, -3.6686], [-3.0260, 1.1865, -2.5434], [-1.4249, 0.7806, -1.9559], [-3.4744, -1.9286, -0.5459], [-2.2799, -0.6940, -0.2358], [-3.9355, -0.2587, -0.7663], [-4.2586, -2.1950, -3.2440], [-4.5861, -0.4680, -3.2838], [-3.3775, -1.0976, -4.3737], [0.2261, -0.0046, -3.7716], [1.7396, -0.6883, -3.0238], [1.5242, 7.1022, 5.4069], [1.8145, 5.3219, 5.4425], [1.7381, 4.6819, 4.0935], [0.3426, 4.8183, 3.4413], [0.3570, 4.0607, 2.1245], [1.6715, 3.4053, 1.8739], [0.5301, 0.1230, -1.7396], [1.9649, 2.4733, 3.0135], [2.0116, 3.2001, 4.3273], [2.7242, 4.4350, 1.8129], [2.8242, 5.2032, 3.1255], [2.8176, 5.1796, 5.8686], [1.0622, 4.8917, 6.1157], [-0.3592, 4.3766, 4.1672], [0.1471, 5.8980, 3.3446], [-0.3828, 3.2556, 2.1474], [0.1427, 4.7247, 1.2755], [1.1653, 1.7333, 3.0159], [2.9170, 1.9826, 2.7996], [2.9948, 3.1763, 4.8111], [1.2272, 2.8864, 5.0237], [3.6794, 3.9316, 1.6089], [2.4964, 5.1246, 0.9865], [2.6751, 6.2886, 3.0367], [3.7781, 5.0337, 3.6480]],
  "total_energy_ev": -44047.406,
  "orbital_gap_ha": 0.3616,
  "homo_energy_ev": -14.915,
  "total_charge": 2
}